# 1
ORCA calculation (ωB97M-V/def2-TZVPD) on a 14-piece molecular cluster, C52H145N13O14 overall.

ORCA input file:
```
! RIJCOSX wB97M-V def2-TZVPD def2/J DEFGRID3
* xyz 0 1
O -21.56 -27.00 -27.63
O -23.05 -30.44 -28.09
O -28.37 -25.00 -23.92
O -31.53 -28.59 -27.26
O -26.97 -24.11 -33.02
O -25.69 -21.86 -26.04
O -25.25 -29.70 -31.78
O -32.10 -20.74 -25.98
O -27.53 -26.76 -28.84
O -26.08 -16.85 -29.77
O -30.16 -32.77 -27.02
O -31.46 -24.06 -31.25
O -28.59 -29.52 -34.70
O -30.98 -30.67 -31.55
N -27.62 -25.99 -35.15
N -32.07 -22.57 -34.66
N -30.52 -34.22 -32.69
N -32.66 -23.58 -28.48
N -26.05 -32.47 -34.14
N -21.72 -25.71 -31.26
N -32.53 -34.66 -26.95
N -28.40 -21.56 -25.47
N -23.42 -28.58 -26.13
N -26.90 -18.50 -26.59
N -32.53 -31.40 -27.46
N -25.62 -23.54 -28.87
N -24.42 -24.49 -31.50
C -30.13 -34.18 -26.79
C -31.84 -22.58 -33.25
C -29.04 -32.36 -27.80
C -31.87 -29.39 -26.13
C -24.49 -29.47 -26.59
C -31.35 -35.91 -25.30
C -29.80 -22.30 -23.65
C -24.56 -23.57 -32.66
C -31.39 -34.56 -26.01
C -22.50 -30.97 -29.31
C -30.30 -28.02 -27.15
C -32.77 -21.79 -26.73
C -31.93 -23.99 -32.61
C -30.84 -25.29 -30.83
C -24.99 -30.51 -32.89
C -28.32 -23.93 -24.86
C -27.50 -27.37 -34.66
C -28.43 -22.51 -24.29
C -26.46 -19.50 -28.76
C -27.12 -25.20 -23.27
C -27.26 -27.31 -33.18
C -27.93 -23.97 -28.47
C -28.80 -28.17 -34.94
C -25.85 -28.79 -26.25
C -20.15 -26.94 -27.31
C -26.49 -24.59 -28.37
C -27.54 -28.00 -29.48
C -32.77 -21.62 -32.54
C -28.36 -23.77 -33.14
C -29.83 -30.28 -34.94
C -31.30 -21.66 -28.79
C -24.12 -24.47 -33.85
C -25.82 -32.63 -31.80
C -26.22 -18.25 -27.92
C -30.06 -29.67 -31.35
C -26.75 -17.01 -28.54
C -24.33 -28.56 -31.73
C -26.48 -15.79 -30.64
C -33.15 -31.36 -25.07
C -32.93 -30.54 -26.38
C -31.90 -22.57 -27.73
C -32.38 -33.39 -31.26
C -26.03 -23.07 -32.77
C -26.43 -25.88 -29.23
C -30.31 -31.88 -31.84
C -32.97 -19.93 -25.18
C -21.28 -25.69 -29.84
C -31.30 -33.04 -32.27
C -21.82 -26.92 -29.07
C -26.09 -31.58 -32.89
C -24.30 -29.79 -28.07
C -21.86 -24.40 -29.21
H -30.92 -22.03 -33.04
H -30.97 -36.69 -25.96
H -30.11 -27.56 -26.18
H -29.23 -29.69 -32.06
H -24.85 -33.11 -31.97
H -31.65 -33.85 -25.22
H -25.16 -21.89 -25.25
H -30.10 -30.15 -35.98
H -26.11 -22.34 -33.58
H -25.08 -30.48 -28.40
H -28.69 -23.52 -34.15
H -29.19 -32.81 -28.78
H -32.22 -31.85 -24.79
H -31.66 -31.90 -27.34
H -21.79 -31.72 -28.97
H -28.17 -28.70 -28.94
H -24.98 -25.33 -31.50
H -28.65 -24.51 -27.86
H -28.13 -26.89 -32.67
H -31.84 -32.78 -33.18
H -29.24 -34.50 -26.25
H -25.16 -18.14 -27.70
H -27.07 -26.12 -22.69
H -32.35 -19.29 -24.55
H -32.89 -34.34 -31.43
H -33.61 -21.49 -27.35
H -27.47 -19.83 -29.01
H -28.09 -32.72 -27.43
H -29.12 -24.54 -32.98
H -22.53 -29.03 -26.30
H -31.03 -22.92 -27.17
H -26.63 -33.29 -34.08
H -32.05 -33.39 -30.22
H -26.62 -27.68 -35.22
H -24.56 -23.99 -34.73
H -26.60 -33.36 -31.62
H -25.93 -15.85 -31.59
H -32.93 -24.42 -32.59
H -33.82 -21.84 -32.75
H -29.78 -32.19 -30.94
H -33.49 -23.16 -28.86
H -19.71 -27.64 -28.01
H -29.10 -24.11 -25.59
H -27.37 -23.95 -25.39
H -22.69 -25.48 -31.39
H -33.33 -30.69 -24.23
H -26.36 -14.82 -30.17
H -30.47 -28.66 -31.44
H -24.03 -31.04 -32.92
H -33.88 -30.10 -26.69
H -29.97 -25.55 -31.43
H -26.08 -20.43 -28.33
H -30.80 -35.90 -24.36
H -26.33 -24.84 -27.32
H -27.09 -31.14 -32.89
H -26.06 -28.76 -25.18
H -26.59 -16.22 -27.80
H -28.64 -22.04 -26.32
H -33.17 -32.68 -31.48
H -29.89 -22.93 -22.77
H -31.26 -34.85 -32.97
H -24.67 -23.78 -28.61
H -21.40 -23.45 -29.49
H -19.87 -27.11 -26.27
H -31.35 -24.70 -33.20
H -30.09 -21.26 -23.49
H -23.43 -27.74 -26.68
H -25.98 -27.74 -26.49
H -30.50 -25.40 -29.80
H -29.01 -31.28 -27.98
H -33.32 -34.94 -26.39
H -26.36 -25.37 -24.03
H -33.14 -22.56 -26.06
H -24.41 -28.93 -28.72
H -32.57 -20.66 -33.01
H -28.08 -27.86 -30.41
H -28.25 -23.84 -29.50
H -32.33 -36.32 -25.07
H -22.94 -24.28 -29.14
H -31.92 -21.69 -35.13
H -32.19 -28.76 -25.30
H -27.13 -25.40 -34.50
H -21.97 -30.25 -29.93
H -33.87 -32.18 -25.07
H -24.41 -30.34 -25.94
H -23.05 -24.54 -34.06
H -29.52 -28.77 -27.31
H -27.83 -17.15 -28.58
H -27.55 -15.79 -30.82
H -33.56 -20.51 -24.48
H -26.66 -19.41 -26.23
H -29.65 -29.87 -30.36
H -30.54 -22.61 -24.39
H -32.66 -21.52 -31.46
H -27.20 -25.83 -36.06
H -25.48 -26.35 -28.96
H -25.08 -32.73 -34.17
H -29.68 -31.32 -34.64
H -30.18 -27.22 -27.88
H -27.90 -23.00 -27.97
H -26.33 -26.80 -32.94
H -26.55 -25.53 -30.25
H -32.03 -21.02 -29.28
H -28.62 -22.89 -32.56
H -26.58 -22.03 -25.74
H -19.79 -25.92 -27.47
H -31.50 -26.16 -30.94
H -26.37 -22.55 -31.88
H -27.53 -22.22 -23.74
H -25.78 -22.88 -28.13
H -26.81 -24.37 -22.64
H -30.03 -33.93 -33.53
H -29.12 -27.96 -35.96
H -24.79 -23.96 -30.73
H -32.41 -30.90 -28.32
H -24.44 -25.51 -33.82
H -26.02 -19.38 -29.75
H -29.60 -27.76 -34.33
H -26.74 -29.30 -26.64
H -23.97 -22.68 -32.46
H -25.88 -32.06 -30.88
H -24.37 -28.03 -32.68
H -21.58 -27.82 -29.64
H -27.17 -28.30 -32.74
H -30.15 -34.68 -27.75
H -21.67 -24.40 -28.14
H -24.52 -27.81 -30.96
H -22.90 -26.83 -29.24
H -30.61 -20.96 -28.32
H -20.20 -25.53 -29.77
H -33.64 -19.36 -25.81
H -27.89 -18.55 -26.78
H -30.87 -22.21 -29.62
H -26.53 -28.41 -29.57
H -30.97 -29.94 -25.88
H -30.66 -29.98 -34.30
H -25.06 -29.93 -33.81
H -29.18 -20.92 -25.40
H -31.37 -23.14 -35.12
H -23.29 -28.90 -31.65
H -32.76 -33.71 -27.20
H -32.06 -23.76 -29.27
H -23.31 -31.39 -29.90
H -21.45 -24.82 -31.66
H -29.46 -31.86 -32.52
*
```

Its orbital gap is 9.04 eV.

Atomic partial charges in e from the Mulliken method, atoms 1 to 5: -0.26, -0.48, -0.46, -0.24, 0.19



# 2
ORCA calculation (ωB97M-V/def2-TZVPD) on C51H48Br2Cl2EuIN4P2S2 as an isolated structure.

ORCA input file:
```
! RIJCOSX wB97M-V def2-TZVPD def2/J DEFGRID3
* xyz 2 7
Eu 1.43 -1.54 -0.05
I -0.69 1.93 2.30
Br 2.30 -2.97 -2.64
Br 2.76 0.59 1.07
Cl -2.51 0.92 5.45
Cl -0.07 2.03 6.58
S 0.48 -4.16 0.76
S 6.19 -3.22 -0.45
P 0.69 0.42 -2.25
P -1.79 -1.26 -0.54
N 1.01 -1.91 2.19
N -1.90 0.12 -2.97
N 0.77 -3.71 3.44
N 3.71 -2.35 0.09
C 3.39 0.84 -2.28
C 2.69 4.66 5.49
C 1.01 2.99 -1.19
C 3.14 3.53 5.89
C 1.00 4.39 -1.29
C -2.61 -0.99 1.08
C -2.55 -2.05 1.99
C 4.63 0.89 -2.84
C -0.58 -0.19 -3.41
C 4.56 -2.45 -1.07
C -0.11 4.22 -3.42
C 1.23 -1.55 3.47
C -1.64 1.37 6.96
C -4.10 -0.95 -5.74
C 2.28 0.49 -3.08
C 2.43 0.22 -4.41
C -2.12 0.31 -1.55
C 0.35 3.62 2.81
C 1.45 3.50 3.66
C 4.82 0.45 -4.15
C 3.71 0.21 -4.99
C 1.88 4.67 4.34
C -2.10 -3.47 -2.07
C -0.24 4.83 2.53
C -3.03 -0.93 -4.87
C 5.50 -3.47 1.09
C -3.03 0.04 -3.86
C -3.30 -1.97 3.15
C -4.65 -3.05 -2.98
C 1.10 -2.62 4.30
C -5.18 -0.08 -5.65
C 1.18 5.87 4.01
C 0.86 -5.11 3.73
C 3.06 2.32 5.11
C -4.20 -2.22 -1.94
C 4.06 -3.55 -2.03
C -0.15 2.87 -3.28
C 0.41 2.23 -2.19
C -2.66 -4.29 -3.00
C 2.12 2.24 4.05
C -4.14 -0.85 3.38
C 0.14 6.01 3.12
C 0.45 4.96 -2.42
C -3.38 0.14 1.34
C -4.11 0.93 -3.71
C -4.11 0.20 2.50
C -5.13 0.89 -4.65
C 0.75 -3.25 2.14
C -2.87 -2.41 -1.53
C 4.20 -2.97 1.12
C -3.90 -4.09 -3.55
H 4.69 -3.75 -2.94
H -2.29 2.11 7.38
H 5.53 1.16 -2.24
H -2.23 -1.63 -5.09
H -0.76 2.29 -4.02
H -5.86 1.70 -4.61
H -1.51 0.45 7.51
H -3.31 -2.71 3.93
H -0.31 -1.25 -3.63
H -3.29 0.99 0.64
H -5.93 -0.04 -6.42
H 1.43 6.75 4.63
H -0.35 7.01 3.13
H -0.50 4.83 -4.25
H 2.85 5.58 5.94
H 1.50 -0.54 3.82
H 3.74 3.37 6.84
H -2.09 -5.15 -3.40
H 0.12 -5.77 3.17
H -0.42 0.36 -4.32
H 0.42 6.03 -2.54
H -2.00 -2.95 1.81
H 1.43 2.53 -0.29
H -5.64 -2.80 -3.32
H -3.15 0.53 -1.46
H 1.38 4.93 -0.43
H -4.78 -1.44 -1.46
H 5.81 0.35 -4.53
H -4.75 1.00 2.85
H 6.02 -4.06 1.83
H -4.84 -0.79 4.16
H -4.06 1.76 -2.97
H 3.60 1.50 5.50
H -4.27 -4.76 -4.32
H 1.81 -5.58 3.49
H 3.79 0.01 -6.07
H 1.56 -0.07 -5.05
H 3.92 -4.49 -1.53
H -1.10 4.82 1.79
H 4.93 -1.57 -1.65
H 1.20 -2.82 5.33
H 3.60 -3.04 2.02
H -1.61 1.20 -1.21
H 3.35 0.93 -1.19
H -3.92 -1.64 -6.59
H -1.12 -3.66 -1.71
H 1.96 1.30 3.54
H 0.57 -5.24 4.80
*
```

Its orbital gap (spin up / spin down) is 6.49 / 3.01 eV.

Atomic partial charges in e from the Mulliken method, atoms 1 to 5: 0.46, 0.47, -0.05, -0.34, -0.05



# 3
ORCA calculation (ωB97M-V/def2-TZVPD) on one molecule with the formula C2H4N4O.

ORCA input file:
```
! RIJCOSX wB97M-V def2-TZVPD def2/J DEFGRID3
* xyz 0 1
O -0.83 0.60 1.48
N -1.88 -0.28 -0.25
N 1.30 0.46 1.17
N -2.25 0.05 0.88
N 0.06 -0.52 -1.58
C -0.40 -0.05 -0.51
C 0.06 0.49 0.61
H 0.20 -0.11 -2.51
H 2.06 0.21 0.51
H 0.12 -1.51 -1.83
H 1.55 0.65 2.02
*
```

Its orbital gap is 9.11 eV. Its structure (SMILES) is Nc1nnoc1N.

Atomic partial charges in e from the natural (NBO) method, atoms 1 to 5: -0.43, -0.15, -0.78, 0.13, -0.82